The following is a quantum chemistry calculation of 2 unconnected molecules or ions with the total composition C3H11NS, from OMol25.

The geometry in XYZ format:
```
16
Properties=species:S:1:pos:R:3:forces:R:3
C 2.031 0.022 1.763 0.07 1.53 -0.03
C 1.540 1.151 0.835 -1.23 0.23 0.54
C 0.057 1.030 0.496 -0.15 -2.89 -1.49
S -0.056 -0.824 -0.516 -0.57 2.00 0.83
H 1.435 0.136 2.690 0.34 -0.66 -0.35
H 3.091 0.245 2.011 -0.59 -0.56 -0.13
H 1.888 -0.923 1.236 0.18 -0.03 0.58
H 1.652 2.136 1.344 0.33 -0.47 -0.53
H 2.012 1.101 -0.133 0.71 0.39 -0.13
H -0.336 1.743 -0.230 0.22 0.02 0.24
H -0.626 0.848 1.315 0.05 0.27 0.28
N -2.799 -0.423 -1.704 -0.53 -1.24 -1.79
H -3.195 -0.506 -0.796 -0.21 0.85 0.23
H -2.231 0.275 -2.139 -0.37 0.78 0.71
H -1.424 -0.774 -1.033 1.90 -0.25 0.66
H -3.155 -1.060 -2.403 -0.15 0.04 0.39
```
Forces are in eV/Å.

**HOMO-LUMO gap**: 8.991 eV
**SMILES**: CCCS.N
**Energy relative to the best compared isomer or geometry (same formula, charge and spin)**: 32.7 kcal per mole
**E**: -573.77935 Ha
**HOMO**: -8.2 eV